Run one
Below is a cluster of 2 separate species, C2H5N2O3 in total, with properties calculated with the ωB97M-V functional and the def2-TZVPD basis.

Values from the calculation:
HOMO energy   -3.29 eV
Charge   -1
Lowest unoccupied orbital energy   4.159 eV
Frontier orbital gap   7.45 eV

Atoms and positions in Å:
C -0.673 -1.298 -0.020
C 0.900 1.392 0.986
N -0.467 0.370 -1.635
N -0.114 -0.162 -0.363
O -1.395 -2.017 -0.714
O -0.362 -1.673 1.277
O 1.210 0.829 2.026
H 1.615 1.541 0.168
H -0.030 1.965 0.888
H -1.203 -0.239 -2.015
H 0.344 0.256 -2.253
H 0.174 -0.963 1.654

Löwdin atomic charge list, values in e, 4 entries:
1. C -0.718
2. C -0.244
3. N -0.044
4. N -0.112

---

Run two
Below is a cluster of 2 separate species, C2H5N2O3 in total, with properties calculated with the ωB97M-V functional and the def2-TZVPD basis.

Values from the calculation:
HOMO energy   -5.10 eV
Charge   -1
Lowest unoccupied orbital energy   4.149 eV
Frontier orbital gap   9.24 eV

Atoms and positions in Å:
O -0.065 1.949 -0.489
C -1.221 1.878 -1.000
O -1.900 0.839 -1.099
H -1.545 2.821 -1.490
N -0.467 -1.406 0.358
C 0.855 -1.343 0.700
N 1.426 -0.114 0.481
O 1.466 -2.292 1.193
H -0.867 -2.306 0.537
H -0.898 -0.698 -0.248
H 0.818 0.727 0.347
H 2.400 -0.055 0.709

Löwdin atomic charge list, values in e, 4 entries:
1. O -0.153
2. C -0.606
3. O -0.121
4. H 0.089

---

Most stable structure: run two

---

Run one
Below is a cluster of 3 separate species, C9H18O3 in total, with properties calculated with the ωB97M-V functional and the def2-TZVPD basis.

Values from the calculation:
HOMO energy   -9.35 eV
Charge   0
SMILES   CC(C)=O.CC(C)=O.CC(C)=O
Lowest unoccupied orbital energy   0.732 eV
Frontier orbital gap   10.08 eV

Atoms and positions in Å:
C 0.064 0.260 -0.825
C 0.376 1.797 -0.853
O -0.397 2.647 -1.112
C 1.787 2.172 -0.331
H 0.487 -0.243 -1.492
H -0.991 0.321 -1.140
H 0.197 -0.119 0.236
H 2.621 1.802 -0.964
H 1.673 1.925 0.642
H 1.996 3.428 -0.290
C 3.399 -3.046 -1.876
C 2.744 -2.488 -0.681
O 3.092 -1.416 -0.168
C 1.397 -3.216 -0.183
H 4.331 -2.642 -1.881
H 2.984 -2.909 -2.850
H 3.749 -4.174 -1.917
H 0.494 -2.763 -0.660
H 1.235 -3.023 0.928
H 1.412 -4.169 -0.473
C -4.520 1.795 1.092
C -3.191 1.012 1.437
O -3.071 -0.211 1.097
C -2.102 1.715 2.147
H -4.182 2.846 0.773
H -5.061 1.798 1.955
H -4.851 1.328 0.254
H -2.584 1.838 3.204
H -1.859 2.650 1.697
H -1.232 1.088 2.239

Löwdin atomic charge list, values in e, 4 entries:
1. C 0.009
2. C -0.489
3. O 0.077
4. C -0.027

---

Run two
Below is an isolated molecule of C9H18O3, with properties calculated with the ωB97M-V functional and the def2-TZVPD basis.

Values from the calculation:
HOMO energy   -9.43 eV
Charge   0
SMILES   C=CC(OCC)(OCC)OCC
Lowest unoccupied orbital energy   0.955 eV
Frontier orbital gap   10.38 eV

Atoms and positions in Å:
C 1.301 2.363 0.001
C 1.062 1.852 1.321
C -0.039 -0.230 0.428
C 1.442 -1.435 -1.274
C 2.820 -0.963 -0.780
C -1.990 -0.068 -0.787
C -3.385 0.771 -0.864
C -0.167 -1.555 1.089
C -1.191 -2.026 1.838
H 0.310 2.011 -0.689
H 2.199 1.772 -0.422
H 1.503 3.473 -0.208
H 0.064 2.161 1.529
H 1.710 2.275 2.208
H 1.140 -2.433 -0.934
H 1.409 -1.390 -2.387
H 3.545 -1.548 -1.186
H 2.923 0.151 -0.930
H 2.474 -0.915 0.337
H -2.200 -1.126 -0.345
H -1.366 -0.039 -1.788
H -3.742 0.858 -1.970
H -4.412 0.146 -0.308
H -3.294 1.827 -0.466
H 0.915 -1.758 1.333
H -0.840 -2.807 2.586
H -2.180 -1.767 1.953
O 0.925 0.466 1.208
O 0.316 -0.465 -0.875
O -1.253 0.399 0.380

Löwdin atomic charge list, values in e, 4 entries:
1. C -0.102
2. C -0.301
3. C -0.684
4. C -0.145

---

Most stable structure: run one

---

Run one
Below is an isolated molecule of C4H6F2, with properties calculated with the ωB97M-V functional and the def2-TZVPD basis.

Values from the calculation:
HOMO energy   -8.81 eV
Charge   0
SMILES   C/C(F)=C(\C)F
Lowest unoccupied orbital energy   0.919 eV
Frontier orbital gap   9.73 eV

Atoms and positions in Å:
C 1.552 0.529 0.084
C 0.725 -0.647 -0.156
C -0.625 -0.748 -0.078
C -1.644 0.290 -0.128
H 1.826 0.495 1.161
H 2.500 0.558 -0.466
H 0.780 1.353 -0.102
H -2.460 0.188 0.563
H -1.962 0.491 -1.186
H -1.124 1.253 0.316
F 1.486 -1.779 -0.145
F -1.054 -1.984 0.135

Löwdin atomic charge list, values in e, 4 entries:
1. C -0.032
2. C -0.300
3. C -0.333
4. C -0.028

---

Run two
Below is a cluster of 2 separate species, C4H6F2 in total, with properties calculated with the ωB97M-V functional and the def2-TZVPD basis.

Values from the calculation:
HOMO energy   -9.11 eV
Charge   0
Lowest unoccupied orbital energy   1.007 eV
Frontier orbital gap   10.12 eV

Atoms and positions in Å:
C -1.753 0.435 -1.380
C -1.177 0.004 -0.325
C 1.353 -0.716 0.773
C 0.761 0.557 0.407
F -1.628 -0.736 0.641
F 1.436 1.140 -0.571
H -2.897 0.390 -1.430
H -1.034 0.938 -2.028
H 0.508 -1.411 1.185
H 2.148 -0.597 1.602
H 1.971 -1.191 -0.003
H 0.312 1.187 1.131

Löwdin atomic charge list, values in e, 4 entries:
1. C 0.002
2. C -0.287
3. C -0.098
4. C -0.254

---

Most stable structure: run one